# 1
Formula: C4H2Cl4O2S
Source: the OMol25 dataset
Level of theory: ωB97M-V/def2-TZVPD

E_tot: -2542.9953 Ha
ΔE to the lowest compared entry with this formula, charge and spin: 0.000 eV
structure (SMILES): O=S1(=O)C=C(Cl)C(Cl)(Cl)[C@H]1Cl
HOMO: -10.736 eV
frontier orbital gap: 10.1 eV

Geometry as XYZ:
```
13
Properties=species:S:1:pos:R:3:forces:R:3
O 2.2363 -1.4410 -0.3013 -1.37 1.70 0.78
S 1.1981 -0.7865 0.5095 2.05 -3.23 0.99
O 1.3332 -0.8923 1.9533 -0.29 0.83 -1.36
C -0.3409 -1.5122 0.0310 -1.33 3.14 -0.53
C -1.2065 -0.5038 -0.2916 1.12 -2.42 0.56
Cl -2.8098 -0.9542 -0.7454 0.26 0.76 0.06
C -0.6873 0.9145 -0.2399 -2.13 1.21 0.34
Cl -1.5134 1.8606 1.1153 0.25 -0.97 -0.77
Cl -1.1522 1.7378 -1.7778 0.28 -0.16 0.33
C 0.8130 0.9087 -0.0720 0.92 0.66 -0.14
Cl 1.5120 2.2911 0.9077 -0.43 -1.71 -1.03
H -0.6086 -2.5615 0.0056 0.49 0.09 0.17
H 1.2260 0.9389 -1.0945 0.17 0.09 0.61
```
Positions in Å, forces in eV/Å.

# 2
Formula: C4H2ClFO2
Source: the OMol25 dataset
Level of theory: ωB97M-V/def2-TZVPD

E_tot: -863.9828 Ha
ΔE to the lowest compared entry with this formula, charge and spin: 3.444 eV
HOMO: -10.077 eV
frontier orbital gap: 8.4 eV

Geometry as XYZ:
```
10
Properties=species:S:1:pos:R:3:forces:R:3
C -0.5642 -0.4546 0.1081 2.84 1.99 -1.20
C -1.9041 0.2398 0.1377 -0.68 -2.86 0.66
C 0.6593 0.1868 0.0645 -2.79 1.87 1.50
C 0.7349 1.7010 0.3223 -2.50 2.57 -4.41
H -1.8343 1.4129 0.3567 -0.97 -2.59 -0.64
H 1.9156 2.0626 1.0050 -4.09 -0.57 -2.17
O -2.8042 -0.6201 0.0181 1.10 3.62 0.24
O -0.2326 2.4348 -0.4213 6.83 -3.84 5.62
F -0.4530 -1.7580 -0.1140 -1.29 0.15 0.40
Cl 2.0432 -0.7182 -0.0533 1.55 -0.36 -0.02
```
Positions in Å, forces in eV/Å.

# 3
Formula: C4H2ClNO2
Source: the OMol25 dataset
Level of theory: ωB97M-V/def2-TZVPD

E_tot: -818.9479 Ha
ΔE to the lowest compared entry with this formula, charge and spin: 2.660 eV
structure (SMILES): O=Cc1cnoc1Cl
HOMO: -9.955 eV
frontier orbital gap: 9.6 eV

Geometry as XYZ:
```
10
Properties=species:S:1:pos:R:3:forces:R:3
O 2.0398 -1.3370 -0.1156 -4.09 -1.24 1.45
C 0.7962 -1.4302 0.1668 4.03 2.69 -2.43
C 0.0580 -0.1534 0.1486 -1.31 0.60 -0.29
C 0.6201 1.1442 -0.0981 3.41 1.18 0.17
N -0.1844 2.1635 -0.0222 -1.18 -2.69 -0.66
O -1.4634 1.4232 0.0477 -2.61 2.20 0.32
C -1.3337 0.1568 0.1416 4.40 -1.90 -0.34
Cl -2.4801 -1.0927 -0.0899 -0.49 1.01 0.39
H 0.2306 -2.3483 0.1888 0.04 -0.65 0.44
H 1.7168 1.4739 -0.3676 -2.18 -1.19 0.95
```
Positions in Å, forces in eV/Å.

# 4
Formula: C4H2CoLiO2
Source: the OMol25 dataset
Level of theory: ωB97M-V/def2-TZVPD

E_tot: -1693.9629 Ha
ΔE to the lowest compared entry with this formula, charge and spin: 0.000 eV
multiplicity: 4
⟨S²⟩: 3.780
HOMO (spin up / spin down): -12.577 / -12.587 eV
frontier orbital gap (spin up / spin down): 7.1 / 6.2 eV
charge: +1

Geometry as XYZ:
```
10
Properties=species:S:1:pos:R:3:forces:R:3
O -1.2358 1.2650 -0.8973 0.41 -0.03 -0.34
C -2.0603 0.4314 0.0012 -0.88 -0.01 -0.26
C -1.2716 -0.4392 0.6605 2.64 -0.51 0.43
C 0.3074 -0.3918 0.4916 -2.54 3.03 0.05
C 1.1984 -1.3154 0.6809 0.89 -4.09 -2.48
O 1.7932 -2.2924 0.3790 -0.31 2.24 1.87
Li -0.8974 -0.9132 -1.4139 -0.19 0.12 0.05
H -1.8103 1.8584 -1.3892 -0.25 0.05 0.11
H -1.6970 -1.1860 1.3335 0.11 0.35 -0.20
Co 0.5991 1.4574 -0.2158 0.12 -1.15 0.76
```
Positions in Å, forces in eV/Å.

# 5
Formula: C4H2CuO2
Source: the OMol25 dataset
Level of theory: ωB97M-V/def2-TZVPD

E_tot: -1944.3819 Ha
ΔE to the lowest compared entry with this formula, charge and spin: 0.000 eV
multiplicity: 2
⟨S²⟩: 0.773
HOMO (spin up / spin down): -7.232 / -9.451 eV
frontier orbital gap (spin up / spin down): 6.1 / 8.3 eV

Geometry as XYZ:
```
9
Properties=species:S:1:pos:R:3:forces:R:3
O 1.7118 -1.2337 0.2611 -0.36 0.14 0.24
C 0.5502 -0.9122 -0.0696 1.81 1.27 -2.87
H -0.1566 -1.6743 -0.4544 0.03 0.23 0.83
C -2.2629 0.6381 0.3020 1.55 -1.63 -0.26
C -1.0214 0.5518 0.2735 -2.90 2.03 -1.70
C 0.2486 0.5857 -0.4217 -0.14 -3.10 3.91
O 1.1336 1.4577 -0.2062 1.29 0.39 -0.61
Cu 2.9777 0.4963 0.1886 -1.26 -0.11 -0.14
H -3.1809 0.0905 0.1266 -0.01 0.80 0.60
```
Positions in Å, forces in eV/Å.

# 6
Formula: C4H2F2O
Source: the OMol25 dataset
Level of theory: ωB97M-V/def2-TZVPD

E_tot: -428.4139 Ha
ΔE to the lowest compared entry with this formula, charge and spin: 3.809 eV
HOMO: -9.287 eV
frontier orbital gap: 8.2 eV

Geometry as XYZ:
```
9
Properties=species:S:1:pos:R:3:forces:R:3
C 0.4195 -2.0127 0.2105 0.12 -0.21 0.40
C -0.4034 -0.9181 -0.0012 1.87 -0.03 -0.55
C 1.0501 -0.7992 -0.3715 -1.16 0.36 -0.32
C -1.4939 -0.2232 0.1139 -2.18 0.22 0.25
O -2.5030 0.3151 0.2233 0.89 -0.27 -0.16
F 1.7910 0.0558 0.3994 0.27 -0.08 0.34
F -0.5185 2.1600 0.2099 0.75 0.10 0.35
H 1.3373 -0.6916 -1.4123 -0.06 -0.09 0.02
H 0.3208 2.1138 0.6281 -0.50 0.01 -0.33
```
Positions in Å, forces in eV/Å.

# 7
Formula: C4H2F2O
Source: the OMol25 dataset
Level of theory: ωB97M-V/def2-TZVPD

E_tot: -428.4095 Ha
ΔE to the lowest compared entry with this formula, charge and spin: 3.927 eV
structure (SMILES): O=C=C(F)F.C#C
HOMO: -9.145 eV
frontier orbital gap: 8.9 eV

Geometry as XYZ:
```
9
Properties=species:S:1:pos:R:3:forces:R:3
O -1.4839 -1.9914 0.1371 0.45 -1.79 0.39
C -1.9129 -0.9300 0.1593 -1.50 0.97 -0.56
C -2.6247 0.1756 0.0992 -1.10 0.40 -0.54
F -3.8896 0.2191 -0.4452 1.52 -0.28 0.74
F -2.1043 1.3859 0.2649 -0.35 0.27 0.27
C 0.9238 -0.3204 0.2260 1.59 -0.65 1.36
C 0.2005 0.2919 -0.4643 -0.80 1.69 -1.60
H 1.6173 -0.7160 0.9046 0.32 -0.61 0.35
H -0.3836 0.9580 -1.0356 -0.14 0.01 -0.40
```
Positions in Å, forces in eV/Å.

# 8
Formula: C4H2F2O
Source: the OMol25 dataset
Level of theory: ωB97M-V/def2-TZVPD

E_tot: -428.3467 Ha
ΔE to the lowest compared entry with this formula, charge and spin: 5.637 eV
HOMO: -10.713 eV
frontier orbital gap: 9.8 eV

Geometry as XYZ:
```
9
Properties=species:S:1:pos:R:3:forces:R:3
C -0.4796 2.2655 0.1267 -0.13 2.77 0.32
C -0.3693 1.0404 0.0014 0.28 -4.02 -0.84
C 0.6019 -0.2205 -0.2969 0.22 -0.05 -5.95
C -0.8268 -0.4124 -0.0849 1.23 0.68 1.61
O 1.5859 -0.4680 0.5511 0.47 -0.34 0.28
F -1.2116 -1.0017 1.0623 -0.09 0.19 -0.04
F -1.6201 -0.7424 -1.0549 -0.82 -0.34 -1.08
H 1.0119 -0.4272 -1.6556 -1.44 0.98 4.49
H 1.3077 -0.0338 1.3508 0.28 0.15 1.21
```
Positions in Å, forces in eV/Å.

# 9
Formula: C4H2F2O
Source: the OMol25 dataset
Level of theory: ωB97M-V/def2-TZVPD

E_tot: -428.5215 Ha
ΔE to the lowest compared entry with this formula, charge and spin: 0.879 eV
structure (SMILES): Fc1ccoc1F
HOMO: -8.528 eV
frontier orbital gap: 9.5 eV

Geometry as XYZ:
```
9
Properties=species:S:1:pos:R:3:forces:R:3
F 1.2623 -1.9251 -0.0221 0.06 -1.25 -0.09
C 0.5072 -0.8533 -0.0326 2.36 3.65 0.26
C -0.8886 -0.6379 -0.0327 0.25 0.54 -0.41
C -0.9495 0.7245 -0.0211 -1.22 -2.58 0.01
O 0.1789 1.3670 0.0282 1.36 1.18 0.07
C 1.1238 0.4542 0.0203 -1.71 -3.84 -0.17
F 2.3449 0.8898 0.0429 0.76 -0.02 -0.02
H -1.7877 -1.2639 -0.1097 0.93 0.12 0.20
H -1.7913 1.2448 0.1270 -2.78 2.19 0.15
```
Positions in Å, forces in eV/Å.

# 10
Formula: C4H2F2OS
Source: the OMol25 dataset
Level of theory: ωB97M-V/def2-TZVPD

E_tot: -826.6698 Ha
ΔE to the lowest compared entry with this formula, charge and spin: 1.703 eV
structure (SMILES): Fc1occ(S)c1F
HOMO: -8.868 eV
frontier orbital gap: 9.0 eV

Geometry as XYZ:
```
10
Properties=species:S:1:pos:R:3:forces:R:3
F 2.7481 -0.5199 0.0117 -2.13 1.44 -0.26
C 1.5019 0.0230 -0.0671 -1.58 1.99 0.18
O 1.2643 1.4310 -0.0650 1.51 -2.51 1.09
C -0.0954 1.6221 0.1294 2.30 -4.41 -1.75
C -0.7243 0.4409 -0.0554 -2.72 -0.05 1.15
S -2.3997 -0.2086 -0.0674 -0.83 3.98 1.71
C 0.2380 -0.5330 -0.0208 5.25 -0.35 -0.45
F 0.1403 -1.8247 0.0943 -1.15 -1.69 -0.09
H -0.2684 2.5842 0.1073 -1.69 4.58 0.00
H -2.9687 1.0880 0.6207 1.05 -2.99 -1.58
```
Positions in Å, forces in eV/Å.

# 11
Formula: C4H2F6O2S
Source: the OMol25 dataset
Level of theory: ωB97M-V/def2-TZVPD

E_tot: -1301.3590 Ha
ΔE to the lowest compared entry with this formula, charge and spin: 1.896 eV
HOMO (spin up / spin down): -11.156 / -9.654 eV
frontier orbital gap (spin up / spin down): 9.4 / 5.5 eV

Geometry as XYZ:
```
15
Properties=species:S:1:pos:R:3:forces:R:3
C -1.6360 -0.0536 0.0516 0.53 -1.63 1.71
C -0.2769 0.5489 -0.2488 0.02 0.05 0.72
C 0.8037 -0.6466 0.0699 0.43 0.24 -3.32
C 2.2260 -0.0912 0.2217 2.41 1.66 -1.39
O 0.4141 -1.3355 1.0340 -0.49 -0.64 1.91
O -4.0272 0.6097 -0.3385 -2.32 -0.39 -1.06
F -0.0929 1.0678 -1.4563 -0.26 -0.80 -0.62
F -0.0721 1.6115 0.5636 0.43 -0.36 0.85
F 0.9240 -1.4636 -1.1331 -0.55 1.28 0.82
F 2.6209 0.8427 -0.7481 -1.44 -1.12 1.20
F 2.4188 0.4907 1.3916 -0.31 -0.12 0.19
F 3.0858 -1.0806 0.0600 0.08 -0.47 0.49
S -2.9361 1.1523 0.4433 2.13 -0.28 0.57
H -1.9474 -0.6817 -0.7505 -0.60 0.07 -1.15
H -1.5046 -0.9706 0.8398 -0.05 2.49 -0.94
```
Positions in Å, forces in eV/Å.

# 12
Formula: C4H2LiO2Tm
Source: the OMol25 dataset
Level of theory: ωB97M-V/def2-TZVPD

E_tot: -1396.0837 Ha
multiplicity: 3
⟨S²⟩: 2.015
HOMO (spin up / spin down): -15.861 / -15.520 eV
frontier orbital gap (spin up / spin down): 7.7 / 7.0 eV
charge: +2

Geometry as XYZ:
```
10
Properties=species:S:1:pos:R:3:forces:R:3
C 0.8508 -1.5117 -0.1539 -0.36 -0.09 0.48
C 0.0922 -0.8620 0.6919 1.60 1.21 0.69
O 1.4970 -2.0828 -0.9523 0.06 0.49 0.20
Li 3.1143 -2.6651 -1.7605 0.13 -0.14 -0.06
H -0.4771 -1.4357 1.4356 0.29 0.17 -0.13
C 1.0105 0.7057 1.3651 -0.32 -0.06 -0.43
C 0.4170 1.8567 1.0462 -2.76 -2.61 -1.96
O -0.6871 1.9565 0.3222 2.65 1.41 1.79
Tm -1.7704 0.3935 -0.4928 -0.91 -0.05 -0.41
H 1.9220 0.5018 1.9173 -0.39 -0.33 -0.17
```
Positions in Å, forces in eV/Å.

Question: Number 8 is which compound?
Answer: C4H2F2O

Question: What is the E_tot in the second record?
Answer: -863.9828 Ha

Question: The lowest E_tot belongs to which entry?
Answer: C4H2Cl4O2S

Question: Look up the E_tot of the third one.
Answer: -818.9479 Ha